(1)
{"formula": "C23H26Cl2N2O4", "method": "ωB97M-V/def2-TZVPD", "species": ["C", "C", "C", "C", "Cl", "C", "C", "C", "O", "C", "C", "O", "N", "C", "C", "C", "N", "C", "O", "C", "O", "C", "C", "C", "C", "Cl", "C", "C", "C", "C", "C", "H", "H", "H", "H", "H", "H", "H", "H", "H", "H", "H", "H", "H", "H", "H", "H", "H", "H", "H", "H", "H", "H", "H", "H", "H", "H"], "positions_angstrom": [[3.782321, 2.587437, 0.403750], [4.520479, 1.717633, 1.372587], [5.888633, 1.825560, 1.537557], [6.556891, 1.006298, 2.435153], [8.269423, 1.162496, 2.620348], [5.866296, 0.070764, 3.180030], [4.494391, -0.047396, 3.024330], [3.815543, 0.766146, 2.127874], [2.468257, 0.713955, 1.901218], [1.691185, -0.174403, 2.676318], [0.202520, 0.025202, 2.371094], [-0.565592, 0.304266, 3.270852], [-0.211735, -0.174411, 1.102245], [-1.613770, 0.070312, 0.810487], [-1.846836, 1.515305, 0.354189], [-1.640061, 1.732934, -1.154853], [-0.632987, 0.858761, -1.717218], [-0.756881, 0.123311, -2.840052], [0.169114, -0.531874, -3.286723], [-2.103711, 0.130098, -3.576624], [-3.227640, -0.152546, -2.772218], [-3.297319, -1.362524, -2.134368], [-2.372557, -2.387528, -2.280856], [-2.524168, -3.570259, -1.574300], [-3.602639, -3.724213, -0.724780], [-3.795203, -5.194083, 0.166901], [-4.535810, -2.708555, -0.578370], [-4.397336, -1.522762, -1.275589], [-5.385342, -0.408959, -1.126237], [0.631566, 0.761614, -1.013309], [0.632472, -0.426034, -0.039008], [4.415662, 3.396931, 0.052821], [2.895523, 3.002259, 0.878386], [3.457266, 1.998881, -0.453455], [6.441167, 2.553502, 0.964040], [6.387602, -0.564205, 3.878158], [3.970018, -0.782421, 3.613237], [1.816043, 0.030913, 3.746362], [1.966534, -1.221266, 2.479105], [-1.949085, -0.643477, 0.054639], [-2.163208, -0.106279, 1.737207], [-1.179212, 2.155474, 0.932688], [-2.866665, 1.810016, 0.601668], [-1.342255, 2.775360, -1.329618], [-2.581254, 1.558202, -1.670544], [-2.289171, 1.124140, -3.995426], [-2.018402, -0.585105, -4.403829], [-1.524543, -2.285341, -2.937805], [-1.802848, -4.363032, -1.690568], [-5.374969, -2.844158, 0.085792], [-5.720977, -0.073039, -2.105282], [-4.920329, 0.441528, -0.628941], [-6.242782, -0.729894, -0.542411], [1.414140, 0.599451, -1.758782], [0.820074, 1.690521, -0.475709], [1.653512, -0.616467, 0.278035], [0.258655, -1.309040, -0.570194]], "forces_ev_per_angstrom": [[-0.012, -0.057, 0.067], [-0.184, -0.101, 0.080], [-0.058, -0.125, 0.113], [-0.202, -0.124, 0.071], [0.226, 0.023, 0.025], [0.170, 0.155, -0.114], [-0.336, -0.020, -0.047], [0.350, 0.056, -0.023], [0.049, 0.213, -0.101], [-0.117, -0.180, 0.350], [0.465, -0.083, -0.011], [-0.077, 0.132, 0.376], [-0.193, -0.165, -0.176], [-0.332, 0.170, 0.309], [0.006, -0.181, -0.121], [-0.264, 0.400, 0.085], [0.077, 0.051, 0.149], [-0.270, 0.037, -0.112], [0.138, -0.223, -0.237], [0.137, -0.054, -0.251], [-0.227, -0.110, 0.094], [-0.127, -0.275, 0.202], [0.001, 0.265, -0.184], [-0.189, -0.072, 0.180], [0.144, 0.115, -0.133], [-0.026, -0.177, 0.106], [0.147, -0.018, -0.092], [0.159, 0.110, -0.173], [0.047, -0.027, -0.056], [0.378, -0.392, -0.061], [0.257, 0.094, -0.299], [0.022, 0.056, -0.053], [-0.083, 0.092, -0.055], [-0.084, 0.025, -0.110], [0.060, 0.081, -0.056], [0.071, -0.044, 0.057], [-0.078, -0.065, 0.048], [-0.053, -0.047, -0.202], [0.043, 0.110, 0.005], [0.032, -0.030, 0.039], [0.026, -0.025, -0.195], [-0.053, 0.034, 0.029], [-0.030, 0.077, 0.025], [-0.085, -0.068, -0.001], [0.129, 0.079, 0.040], [0.027, -0.129, 0.035], [0.051, 0.110, 0.174], [0.108, 0.046, -0.092], [0.056, -0.091, 0.006], [-0.096, -0.019, 0.076], [-0.083, 0.090, -0.012], [-0.029, 0.138, 0.031], [-0.068, 0.008, 0.051], [-0.049, 0.112, 0.141], [0.013, 0.028, 0.000], [-0.059, -0.065, -0.011], [0.079, 0.063, 0.017]], "mulliken_charge": [-1.154, 1.014, -0.877, 0.198, -0.232, -0.857, -0.462, 0.476, -0.182, -1.079, 0.779, -0.682, 0.143, -1.160, -0.770, -0.670, 0.267, 0.897, -0.662, -1.030, -0.450, 0.534, -0.561, -0.993, 0.223, -0.237, -0.892, 1.399, -1.364, -1.222, -0.598, 0.432, 0.278, 0.161, 0.389, 0.420, 0.398, 0.612, 0.486, 0.197, 0.554, 0.442, 0.503, 0.287, 0.446, 0.424, 0.391, 0.489, 0.445, 0.392, 0.304, 0.164, 0.447, 0.466, 0.462, 0.264, 0.349], "spin_multiplicity": 1, "smiles": "Cc1cc(Cl)ccc1OCC(=O)N1CCCN(C(=O)COc2ccc(Cl)cc2C)CC1", "homo_ha": -0.3171}


(2)
{"formula": "C23H26CrN3O3S2", "method": "ωB97M-V/def2-TZVPD", "species": ["Cr", "S", "C", "N", "C", "C", "N", "C", "C", "C", "C", "C", "C", "C", "C", "S", "C", "C", "C", "C", "C", "C", "C", "H", "H", "H", "H", "H", "H", "H", "H", "H", "H", "H", "H", "H", "H", "H", "H", "H", "H", "O", "C", "O", "H", "N", "C", "H", "C", "O", "C", "C", "H", "H", "H", "H", "H", "H"], "positions_angstrom": [[0.940974, 2.016497, -2.134183], [0.948526, 2.108997, 0.264235], [0.180901, 0.568695, 0.701506], [-0.325922, 0.482581, 2.024671], [-1.159602, -0.666509, 2.285466], [-0.599990, -1.918697, 1.599235], [-0.461944, -1.705884, 0.180016], [-1.407134, -2.377121, -0.684913], [-2.843234, -1.936907, -0.472041], [-3.821889, -2.799824, -0.001600], [-5.122737, -2.352351, 0.216059], [-5.448296, -1.030685, -0.038093], [-4.473927, -0.157558, -0.513484], [-3.181170, -0.605096, -0.729251], [0.040817, -0.431688, -0.188711], [0.551934, -0.278695, -1.879066], [0.493721, 0.956489, 3.118510], [1.545804, -0.037962, 3.573794], [2.545594, -0.428824, 2.679094], [3.491040, -1.370680, 3.050491], [3.456959, -1.937009, 4.321303], [2.471496, -1.554246, 5.215592], [1.521132, -0.609418, 4.837879], [-2.172175, -0.484703, 1.909955], [-1.222478, -0.826638, 3.364898], [-1.268480, -2.766183, 1.770882], [0.373617, -2.159374, 2.040778], [-1.320911, -3.460012, -0.547702], [-1.131433, -2.156777, -1.715744], [-3.562621, -3.833946, 0.202358], [-5.875036, -3.038171, 0.587222], [-6.458088, -0.676260, 0.131008], [-4.720133, 0.876957, -0.717891], [-2.419198, 0.074954, -1.096012], [-0.152510, 1.218017, 3.962333], [0.990232, 1.870474, 2.792199], [2.556873, 0.009010, 1.686876], [4.256191, -1.671013, 2.344715], [4.195721, -2.675750, 4.607655], [2.433561, -1.991740, 6.206006], [0.743332, -0.315220, 5.535208], [0.601752, 4.105060, -2.017238], [-0.646624, 3.917469, -2.117553], [-1.115320, 2.779420, -2.327154], [-1.316391, 4.784554, -2.016340], [4.044671, 1.584147, -1.554472], [2.903444, 1.728426, -1.792884], [4.644896, 1.292495, -0.806032], [1.975484, -0.000717, -4.719603], [1.884646, 1.351678, -5.111739], [1.308281, 2.215469, -4.213093], [1.289606, 3.576020, -4.855083], [0.982676, -0.435297, -4.582974], [2.529408, -0.104566, -3.783429], [2.505526, -0.524821, -5.514960], [1.768381, 3.531393, -5.837627], [1.788059, 4.335157, -4.248204], [0.261991, 3.936404, -4.992841]], "forces_ev_per_angstrom": [[-0.488, 0.140, 0.171], [-0.133, -0.227, 0.173], [0.102, 0.234, 0.179], [-0.193, 0.237, -0.184], [-0.049, -0.085, 0.004], [-0.047, -0.005, 0.094], [0.507, -0.061, -0.105], [-0.383, 0.098, -0.061], [0.119, 0.089, -0.079], [-0.051, -0.006, 0.055], [0.079, -0.055, 0.003], [-0.033, 0.061, -0.011], [0.028, -0.027, 0.009], [-0.030, -0.014, -0.024], [-0.128, -0.186, -0.125], [-0.001, -0.138, 0.128], [0.266, -0.136, 0.125], [-0.011, 0.073, -0.120], [0.023, -0.004, 0.025], [-0.028, 0.016, 0.005], [0.043, -0.025, -0.024], [-0.070, 0.054, 0.000], [0.001, -0.049, 0.035], [0.010, 0.005, -0.013], [0.003, 0.021, 0.001], [0.012, -0.009, -0.017], [0.006, 0.018, -0.015], [-0.026, 0.015, 0.086], [0.092, -0.028, 0.016], [-0.011, -0.001, -0.001], [-0.006, 0.003, -0.002], [0.001, -0.008, 0.002], [-0.008, -0.002, 0.004], [-0.025, 0.009, -0.010], [-0.023, -0.055, -0.005], [-0.057, 0.028, -0.032], [0.010, -0.004, 0.002], [0.001, -0.008, 0.005], [-0.003, 0.002, 0.001], [0.009, -0.003, 0.000], [0.006, -0.006, 0.006], [-0.038, 0.042, -0.037], [0.328, -0.115, -0.063], [-0.082, 0.044, -0.015], [-0.024, 0.007, -0.005], [-0.086, -0.182, 0.182], [0.286, 0.279, -0.322], [0.057, 0.034, -0.035], [-0.005, -0.006, -0.027], [0.133, 0.080, 0.103], [-0.072, -0.106, -0.048], [-0.030, 0.025, -0.030], [0.016, -0.002, 0.003], [-0.001, -0.008, -0.024], [-0.018, -0.009, -0.018], [-0.005, 0.023, -0.005], [0.027, -0.037, 0.026], [-0.002, -0.030, 0.012]], "mulliken_charge": [0.110, -0.364, -0.033, 0.178, -0.779, -0.796, 0.178, -1.642, 0.725, -0.425, -0.601, -0.364, -0.759, -0.058, 0.053, -0.549, -1.664, 0.763, 0.056, -0.675, -0.388, -0.598, -0.432, 0.342, 0.449, 0.444, 0.352, 0.482, 0.396, 0.357, 0.360, 0.369, 0.431, 0.480, 0.493, 0.459, 0.368, 0.393, 0.368, 0.362, 0.354, -0.568, 0.242, -0.460, 0.385, -0.353, 0.271, 0.294, -0.531, -0.416, 0.454, -0.971, 0.245, 0.178, 0.298, 0.387, 0.188, 0.161], "relative_energy_kj_mol": 24.6, "spin_multiplicity": 5, "s2": 6.0521, "charge": -1, "homo_ha": [-0.0874, -0.1179]}